[1]
Formula: C7H9N
Source: the Open Molecules 2025 dataset
Level of theory: ωB97M-V/def2-TZVPD

```
17
Properties=species:S:1:pos:R:3:mulliken_charge:R:1
C -3.1878 0.1844 -0.0557 -0.210
C -1.9572 -0.0308 -0.0644 -1.504
C -0.4352 -0.0257 0.1093 1.049
C 0.2836 1.2839 0.1995 -0.449
C 1.4400 -0.5378 -0.0198 -0.246
C 0.3576 -0.7455 -0.9895 -0.560
C 0.4102 -0.7163 1.1257 -0.544
H -4.2988 0.1725 -0.2218 0.398
H 0.2536 1.5950 1.3410 0.219
H -0.0163 2.0835 -0.4820 0.373
H 1.8561 1.0931 -1.1440 0.278
H 2.3946 -1.0163 -0.0707 0.532
H -0.0346 -1.8854 -0.8771 0.226
H 0.4740 -0.3943 -1.9960 0.368
H 0.2213 -1.7625 1.2813 0.316
H 0.5298 -0.1414 2.0191 0.323
N 1.7091 0.8438 -0.1549 -0.570
```

Values from the calculation:
Energy relative to the best compared isomer or geometry (same formula, charge and spin) ... 457.45 kJ/mol
Kohn-Sham gap ... 9.926 eV
Calculated total energy ... -8890.4153 eV
HOMO energy ... -9.016 eV

---

[2]
Formula: C7H9N
Source: the Open Molecules 2025 dataset
Level of theory: ωB97M-V/def2-TZVPD

```
17
Properties=species:S:1:pos:R:3:mulliken_charge:R:1
C -1.0132 0.7645 1.9421 -1.154
C 0.8052 -0.4324 0.4249 0.441
C -0.3431 0.2449 0.6998 0.290
N 1.8141 -1.0104 1.0062 -0.490
C 1.3854 -0.0784 -2.0586 -1.119
C -1.9034 0.1940 -1.3395 -1.244
C 0.6065 -0.1372 -0.9790 0.430
C -0.7536 0.1278 -0.6725 0.386
H 1.7486 -1.3237 1.9706 0.221
H 2.4662 -1.5746 0.4674 0.221
H -0.6453 0.2837 2.8507 0.319
H -0.7292 1.8227 2.0379 0.263
H -2.1019 0.7730 1.8590 0.314
H 2.4458 -0.2826 -1.9758 0.267
H 0.9816 0.2439 -3.0103 0.291
H -1.9291 0.0108 -2.4072 0.284
H -2.8344 0.3740 -0.8157 0.282
```

Values from the calculation:
Energy relative to the best compared isomer or geometry (same formula, charge and spin) ... 274.61 kJ/mol
Kohn-Sham gap ... 8.006 eV
Calculated total energy ... -8892.3102 eV
HOMO energy ... -7.294 eV

---

[3]
Formula: C7H9N
Source: the Open Molecules 2025 dataset
Level of theory: ωB97M-V/def2-TZVPD

```
17
Properties=species:S:1:pos:R:3:mulliken_charge:R:1
C 1.7234 0.1559 -1.8796 -0.596
N 1.3836 0.7422 -0.6120 -0.411
C 0.7904 -0.2159 0.2440 -0.053
C -0.0497 -1.4587 0.3310 -0.497
C -1.3468 -1.2788 0.8115 -0.371
C -1.7830 0.1415 1.0670 -0.125
C -1.0106 1.2439 0.8356 -0.874
C -0.0218 0.8094 -0.2942 0.060
H 2.2137 0.9921 -2.5304 0.244
H 2.4441 -0.7603 -1.7843 0.244
H 0.7246 -0.2796 -2.2307 0.237
H 1.0668 -0.0998 1.2908 0.298
H 0.4783 -2.3962 0.3068 0.385
H -2.1143 -2.0324 0.9595 0.378
H -2.7003 0.2164 1.6028 0.394
H -1.1263 2.3043 1.1604 0.338
H -0.4834 0.4748 -1.1830 0.351
```

Values from the calculation:
Energy relative to the best compared isomer or geometry (same formula, charge and spin) ... 536.55 kJ/mol
Kohn-Sham gap ... 9.080 eV
Calculated total energy ... -8889.5954 eV
SMILES ... CN1[C@@H]2C=CC=C[C@H]21
HOMO energy ... -8.341 eV

---

[4]
Formula: C7H9N
Source: the Open Molecules 2025 dataset
Level of theory: ωB97M-V/def2-TZVPD

```
17
Properties=species:S:1:pos:R:3:mulliken_charge:R:1
C 2.0373 -0.8893 1.3105 -0.749
N 1.4991 0.4391 1.0480 -0.413
C 0.2903 0.3765 0.1883 0.357
C -0.9621 0.7770 0.7535 -0.314
C -2.1388 0.7452 -0.0141 -0.411
C -2.1374 0.2540 -1.3131 -0.627
C -0.8317 -0.1539 -1.8576 -0.231
C 0.3316 -0.0321 -1.1086 -0.712
H 2.8128 -0.4951 1.9157 0.321
H 1.3137 -1.6526 2.0044 0.209
H 2.3732 -1.4267 0.4491 0.346
H 2.0632 0.8912 0.4366 0.317
H -1.0175 1.1435 1.7805 0.376
H -3.0883 0.9919 0.4472 0.338
H -2.8631 0.2852 -2.0224 0.484
H -0.7961 -0.7431 -2.8541 0.251
H 1.1139 -0.5111 -1.1638 0.460
```

Values from the calculation:
Energy relative to the best compared isomer or geometry (same formula, charge and spin) ... 284.03 kJ/mol
Kohn-Sham gap ... 9.919 eV
Calculated total energy ... -8892.2127 eV
SMILES ... CNc1ccccc1
HOMO energy ... -8.886 eV

---

[5]
Formula: C7H9N
Source: the Open Molecules 2025 dataset
Level of theory: ωB97M-V/def2-TZVPD

```
17
Properties=species:S:1:pos:R:3:mulliken_charge:R:1
C 2.6641 0.2986 0.0856 -1.023
N 1.6069 -0.6692 -0.1925 -0.310
C 0.3304 -0.3244 -0.0757 0.803
C -0.6857 -1.3910 -0.0651 -0.218
C -2.0406 -1.1126 0.0253 -0.572
C -2.4731 0.2214 -0.0045 -0.405
C -1.5629 1.3630 -0.0446 -0.765
C -0.2274 0.9551 -0.1309 0.002
H 2.6709 1.0069 -0.8015 0.274
H 2.6159 0.8794 0.9620 0.360
H 3.5757 -0.1984 0.1970 0.388
H 1.7715 -1.4963 0.1276 0.228
H -0.2954 -2.5444 -0.0575 0.111
H -2.9732 -1.8392 0.0123 0.210
H -3.4222 0.5023 0.1289 0.446
H -1.9330 2.4431 0.0282 0.298
H 0.3782 1.9058 -0.1945 0.172
```

Values from the calculation:
Energy relative to the best compared isomer or geometry (same formula, charge and spin) ... 206.51 kJ/mol
Kohn-Sham gap ... 8.646 eV
Calculated total energy ... -8893.0161 eV
SMILES ... CNc1ccccc1
HOMO energy ... -7.658 eV

---

[6]
Formula: C7H9N2
Source: the Open Molecules 2025 dataset
Level of theory: ωB97M-V/def2-TZVPD

```
18
Properties=species:S:1:pos:R:3:mulliken_charge:R:1
C 0.1034 -2.1793 0.0535 -0.578
C 1.4336 -1.8541 0.2002 -0.033
C -2.8251 -1.1186 0.0982 -0.828
C 2.6715 -1.1580 -0.0470 -0.008
C -1.5421 -0.9342 0.1332 0.462
C 0.5774 0.4947 0.1958 0.724
C 1.0729 1.8991 0.1619 -1.252
N 1.5058 -0.4117 0.3519 -0.056
N -0.7590 0.2556 0.1913 -0.135
H -0.2891 -3.1679 -0.0981 0.337
H -3.4855 -0.2590 0.1307 0.279
H -3.2891 -2.0826 0.0445 0.271
H 3.4464 -1.2338 0.7033 0.222
H 3.0007 -1.0817 -1.0785 0.258
H 0.4836 2.5431 -0.4833 0.406
H 2.1076 1.9018 -0.1782 0.367
H 1.0686 2.3226 1.1677 0.310
H -1.3024 1.1193 0.2021 0.253
```

Values from the calculation:
Charge ... +1
Energy relative to the best compared isomer or geometry (same formula, charge and spin) ... 576.68 kJ/mol
Kohn-Sham gap ... 9.221 eV
Calculated total energy ... -10372.5466 eV
HOMO energy ... -13.302 eV

---

[7]
Formula: C7H9N2O2
Source: the Open Molecules 2025 dataset
Level of theory: ωB97M-V/def2-TZVPD

```
20
Properties=species:S:1:pos:R:3:mulliken_charge:R:1
C 3.3473 0.4843 -0.2947 0.142
C -0.4410 0.2397 -0.5639 -1.211
C 1.6318 -1.2779 0.0767 0.651
C 0.4345 1.0341 -0.9283 1.090
C -1.6069 -0.3221 1.4492 -1.244
C -2.8877 0.0165 -0.7156 -1.438
C -1.5510 -0.5198 -0.0523 0.534
N 2.5977 -0.5929 -0.3377 -0.385
N 3.5686 1.2038 0.7037 -0.697
O 0.9982 -2.2869 0.3711 -0.534
O 1.3671 1.6146 -1.4765 -0.769
H 3.8117 0.7593 -1.2545 0.336
H -2.5640 -0.7156 1.8265 0.381
H -1.3574 0.6952 1.6948 0.346
H -0.8264 -0.9350 1.9887 0.293
H -2.8064 1.1447 -0.5189 0.301
H -3.6589 -0.5757 -0.2567 0.428
H -2.8750 -0.2140 -1.8013 0.307
H -1.4268 -1.6301 -0.4217 0.221
H 4.2445 1.8777 0.5113 0.250
```

Values from the calculation:
Charge ... -1
Energy relative to the best compared isomer or geometry (same formula, charge and spin) ... 284.61 kJ/mol
Kohn-Sham gap ... 6.971 eV
Calculated total energy ... -14478.1989 eV
HOMO energy ... -3.150 eV

---

[8]
Formula: C7H9N2O4
Source: the Open Molecules 2025 dataset
Level of theory: ωB97M-V/def2-TZVPD

```
22
Properties=species:S:1:pos:R:3:mulliken_charge:R:1
C 2.3255 0.6047 -1.0471 -1.261
C 1.1452 -0.2339 -1.2695 0.094
O 0.9000 -0.6084 -2.6286 -0.198
N -0.1348 -1.5223 -2.6949 -0.706
C -0.5097 -1.6786 -1.4550 -0.067
N -1.3915 -2.6191 -1.0140 -0.389
C 0.1720 -0.8856 -0.4698 0.545
C -0.0649 -0.9819 0.9524 1.207
O -0.3313 -2.1679 1.4571 -1.038
O 0.7299 -0.0279 1.8277 -0.584
C -0.6315 0.2611 1.6513 0.532
C -1.0799 1.5548 0.9664 -1.320
O -1.4567 -0.0813 2.7528 -0.617
H 3.2177 0.2785 -1.6040 0.348
H 2.1814 1.6155 -1.0479 0.343
H 2.5834 0.4593 0.0686 0.263
H -1.2432 -2.6581 -0.0209 0.293
H -2.1660 -3.0295 -1.6102 0.203
H -1.4324 2.2956 1.7583 0.340
H -1.9644 1.5011 0.4308 0.389
H -0.3882 2.1283 0.2959 0.249
H -1.3208 -1.0353 2.8249 0.375
```

Values from the calculation:
Charge ... -1
Energy relative to the best compared isomer or geometry (same formula, charge and spin) ... 292.89 kJ/mol
Kohn-Sham gap ... 7.445 eV
Calculated total energy ... -18573.8015 eV
SMILES ... Cc1onc(N)c1[C@@]1([O-])O[C@]1(C)O
HOMO energy ... -3.812 eV

---

Question: Among the records above, which one has the lowest HOMO energy?
Answer: C7H9N2